# 1
{"formula": "C20H21BF4IrN3O3Se2Si", "method": "ωB97M-V with the def2-TZVPD basis set", "spin_multiplicity": 2, "homo_energy_ev": [-5.1, -5.0], "homo_lumo_gap_ev": [6.9, 5.6], "e_tot_ha": -6785.86784, "total_charge": -1, "s_squared": 0.760, "symbols": ["Ir", "O", "C", "C", "C", "O", "C", "Se", "C", "Se", "H", "H", "H", "H", "H", "H", "H", "H", "H", "H", "C", "C", "C", "C", "C", "C", "Si", "C", "C", "C", "C", "C", "C", "H", "H", "H", "H", "H", "H", "H", "H", "H", "H", "H", "O", "N", "C", "C", "N", "C", "N", "F", "B", "F", "F", "F"], "positions_angstrom": [[0.23, -1.30, -1.66], [-0.31, 4.45, -1.43], [0.76, 3.55, -1.18], [0.88, 2.41, -2.21], [1.24, 3.02, -3.57], [1.21, 2.10, -4.65], [2.06, 1.55, -1.70], [2.31, -0.29, -2.35], [-0.47, 1.71, -2.37], [-2.04, -1.25, -2.15], [-1.13, 3.97, -1.27], [0.66, 3.10, -0.19], [1.67, 4.15, -1.19], [2.23, 3.49, -3.49], [0.53, 3.81, -3.82], [1.69, 1.30, -4.39], [2.03, 1.49, -0.62], [2.99, 2.05, -1.97], [-0.39, 0.90, -3.10], [-1.19, 2.43, -2.78], [2.84, -1.49, 3.74], [2.70, -0.51, 2.77], [1.75, -0.63, 1.77], [0.91, -1.75, 1.72], [1.06, -2.74, 2.69], [2.02, -2.61, 3.70], [-0.49, -1.95, 0.48], [-2.05, -1.00, 1.10], [-2.72, -1.74, 2.20], [-2.38, -1.51, 3.48], [-1.45, -0.53, 4.02], [-0.97, 0.61, 3.48], [-1.32, 1.17, 2.20], [3.58, -1.39, 4.52], [3.35, 0.36, 2.79], [1.64, 0.14, 1.03], [0.43, -3.62, 2.67], [2.12, -3.39, 4.44], [-0.90, -3.37, 0.57], [-3.40, -2.55, 1.95], [-2.82, -2.17, 4.23], [-1.10, -0.76, 5.02], [-0.29, 1.20, 4.08], [-1.15, 2.21, 1.96], [-0.05, 0.36, -0.55], [-0.99, 1.23, -1.09], [-2.25, 0.50, -1.12], [-2.66, 0.09, 0.27], [-1.98, 0.45, 1.36], [-3.28, 1.31, -1.79], [-4.08, 1.95, -2.30], [-1.21, -3.56, -3.87], [-0.26, -4.16, -3.08], [0.49, -5.11, -3.73], [-0.79, -4.61, -1.88], [0.72, -3.06, -2.71]]}

***

# 2
{"formula": "C20H21BN5OS2W", "method": "ωB97M-V with the def2-TZVPD basis set", "spin_multiplicity": 2, "homo_energy_ev": [-5.9, -7.0], "homo_lumo_gap_ev": [6.1, 6.7], "e_tot_ha": -2012.06960, "s_squared": 0.763, "symbols": ["W", "B", "N", "C", "C", "C", "N", "N", "C", "C", "C", "N", "H", "H", "H", "H", "H", "H", "H", "H", "C", "S", "O", "C", "C", "C", "C", "C", "C", "H", "H", "H", "H", "H", "H", "H", "H", "S", "C", "N", "C", "C", "C", "C", "C", "C", "H", "H", "H", "H", "H"], "positions_angstrom": [[-0.32, 0.30, -0.33], [2.04, -0.58, 2.25], [0.69, 0.00, 2.76], [0.31, 0.32, 3.99], [-1.04, 0.64, 3.98], [-1.41, 0.49, 2.65], [-0.36, 0.09, 1.92], [2.53, 0.26, 1.03], [3.76, 0.72, 0.82], [3.87, 1.14, -0.50], [2.62, 0.88, -1.05], [1.81, 0.35, -0.12], [1.84, -1.71, 1.87], [2.86, -0.51, 3.13], [1.02, 0.29, 4.80], [-1.66, 0.94, 4.81], [-2.37, 0.64, 2.18], [4.49, 0.69, 1.61], [4.73, 1.56, -0.99], [2.25, 1.02, -2.05], [-3.56, -2.97, -0.30], [-2.26, -2.02, -1.08], [-1.98, -0.98, 0.03], [-0.94, -3.19, -0.93], [-0.27, -3.32, 0.27], [0.79, -4.21, 0.35], [1.15, -4.97, -0.76], [0.46, -4.82, -1.96], [-0.58, -3.92, -2.06], [-3.23, -3.26, 0.69], [-3.75, -3.85, -0.92], [-4.45, -2.35, -0.26], [-0.55, -2.71, 1.12], [1.34, -4.31, 1.28], [1.98, -5.66, -0.69], [0.76, -5.39, -2.83], [-1.09, -3.75, -3.00], [0.29, -0.82, -3.58], [-0.05, -0.28, -2.11], [-0.79, 1.98, -0.55], [-0.89, 3.29, -0.96], [0.26, 4.00, -1.34], [0.16, 5.32, -1.72], [-1.07, 5.97, -1.73], [-2.21, 5.27, -1.36], [-2.12, 3.94, -0.97], [1.21, 3.48, -1.32], [1.06, 5.86, -2.01], [-1.13, 7.00, -2.03], [-3.17, 5.76, -1.37], [-3.01, 3.39, -0.67]]}

***

# 3
{"formula": "C20H21CaN3O3S", "method": "ωB97M-V with the def2-TZVPD basis set", "homo_energy_ev": [-7.3, -6.8], "homo_lumo_gap_ev": [6.5, 5.2], "e_tot_ha": -2240.23403, "symbols": ["C", "C", "H", "H", "H", "H", "H", "H", "C", "C", "C", "C", "H", "H", "H", "H", "N", "C", "C", "N", "C", "C", "C", "H", "H", "C", "H", "H", "Ca", "C", "H", "H", "H", "O", "C", "N", "S", "O", "O", "C", "C", "C", "C", "C", "C", "H", "H", "H", "H"], "positions_angstrom": [[2.84, -1.03, 0.04], [0.03, -2.60, 1.83], [2.77, -1.21, -1.16], [2.99, -2.30, 0.59], [3.66, -0.32, 0.27], [-1.02, -2.76, 1.26], [0.93, -3.32, 1.39], [-0.02, -2.31, 2.92], [1.61, -0.11, -2.49], [1.37, 0.13, -3.82], [0.04, 0.28, -4.25], [-0.97, 0.13, -3.32], [2.63, -0.14, -2.15], [2.24, 0.21, -4.50], [-0.21, 0.55, -5.28], [-2.06, 0.27, -3.59], [0.63, -0.30, -1.55], [-0.69, -0.13, -1.97], [-1.74, -0.09, -0.92], [-1.39, -0.43, 0.36], [-2.29, -0.28, 1.37], [-3.94, 0.54, -0.17], [-3.60, 0.18, 1.14], [-1.92, -0.51, 2.36], [-4.30, 0.27, 1.97], [-3.03, 0.40, -1.20], [-3.25, 0.70, -2.24], [-4.94, 0.94, -0.42], [1.04, -0.82, 1.06], [-0.18, 0.21, 3.80], [-0.79, -0.60, 4.18], [-0.67, 1.18, 3.69], [0.87, 0.27, 4.17], [-0.03, 2.59, -1.37], [0.81, 2.58, -0.39], [0.86, 1.75, 0.67], [1.73, 2.20, 1.92], [1.02, 2.91, 2.97], [2.51, 0.95, 2.36], [2.65, 3.31, 0.91], [3.78, 4.06, 1.27], [4.25, 4.99, 0.36], [3.58, 5.18, -0.88], [2.48, 4.43, -1.21], [1.99, 3.48, -0.28], [4.26, 3.87, 2.24], [5.12, 5.59, 0.59], [3.96, 5.92, -1.57], [1.96, 4.50, -2.15]]}

***

# 4
{"formula": "C20H21Cl8GeMnNS3SbSi", "method": "ωB97M-V with the def2-TZVPD basis set", "spin_multiplicity": 4, "homo_energy_ev": [-5.4, -4.2], "homo_lumo_gap_ev": [7.2, 6.0], "e_tot_ha": -9463.51130, "total_charge": -1, "s_squared": 4.063, "symbols": ["Mn", "S", "Sb", "S", "S", "C", "N", "C", "C", "C", "C", "C", "C", "C", "C", "H", "H", "H", "H", "H", "H", "H", "H", "H", "H", "H", "H", "C", "Si", "C", "C", "C", "C", "H", "H", "H", "H", "H", "H", "H", "H", "H", "Cl", "Ge", "Cl", "Cl", "Cl", "C", "C", "C", "Cl", "C", "Cl", "C", "Cl", "C", "Cl"], "positions_angstrom": [[-0.38, -0.47, 0.46], [0.54, 3.22, 0.31], [-1.60, 2.01, 0.50], [-1.34, 0.68, -1.38], [0.76, 1.44, 1.44], [4.62, -0.45, -2.56], [3.68, -0.05, -1.53], [4.38, 0.56, -0.41], [2.67, 0.86, -2.04], [1.82, 0.26, -3.12], [1.82, 0.80, -4.40], [1.01, 0.30, -5.40], [0.17, -0.78, -5.14], [0.16, -1.34, -3.87], [0.98, -0.83, -2.87], [5.33, -1.17, -2.14], [5.19, 0.40, -2.97], [4.09, -0.94, -3.38], [5.08, -0.15, 0.02], [3.66, 0.85, 0.35], [4.95, 1.45, -0.72], [3.14, 1.78, -2.44], [2.03, 1.17, -1.21], [2.46, 1.65, -4.60], [1.02, 0.75, -6.39], [-0.48, -1.17, -5.91], [-0.51, -2.16, -3.64], [1.22, -4.33, 1.70], [1.52, -3.86, -0.08], [0.62, -5.06, -1.19], [3.34, -3.86, -0.54], [0.90, -2.16, -0.57], [0.91, -1.47, -1.59], [1.02, -5.40, 1.76], [0.34, -3.82, 2.09], [2.07, -4.11, 2.34], [1.06, -6.05, -1.09], [0.68, -4.76, -2.24], [-0.44, -5.12, -0.92], [3.81, -4.81, -0.29], [3.88, -3.06, -0.03], [3.43, -3.70, -1.62], [-2.46, -3.01, -1.85], [-2.29, -1.98, 0.11], [-4.33, -1.08, 0.16], [-2.60, -3.76, 1.41], [2.61, -1.38, 1.93], [1.21, -1.44, 2.96], [-0.04, -1.09, 2.45], [-1.06, -1.10, 3.41], [-2.65, -0.58, 2.94], [-0.89, -1.51, 4.73], [-2.22, -1.54, 5.83], [0.36, -1.92, 5.16], [0.60, -2.48, 6.77], [1.43, -1.87, 4.27], [2.99, -2.38, 4.80]]}

***

# 5
{"formula": "C20H21ClN2O3", "method": "ωB97M-V with the def2-TZVPD basis set", "smiles": "CCOc1ccccc1C(=O)N(CN1CCCC1=O)c1cccc(Cl)c1", "homo_energy_ev": -8.5, "homo_lumo_gap_ev": 9.1, "e_tot_ha": -1570.18801, "symbols": ["C", "C", "O", "C", "C", "C", "C", "C", "C", "C", "O", "N", "C", "N", "C", "C", "C", "C", "O", "C", "C", "C", "C", "C", "Cl", "C", "H", "H", "H", "H", "H", "H", "H", "H", "H", "H", "H", "H", "H", "H", "H", "H", "H", "H", "H", "H", "H"], "positions_angstrom": [[-4.20, -1.06, -2.17], [-2.96, -0.18, -2.00], [-2.11, -0.64, -0.97], [-2.44, -0.39, 0.34], [-3.52, 0.36, 0.77], [-3.76, 0.54, 2.12], [-2.93, -0.04, 3.07], [-1.85, -0.79, 2.65], [-1.58, -0.95, 1.30], [-0.39, -1.77, 0.91], [-0.24, -2.91, 1.29], [0.52, -1.16, 0.08], [1.75, -1.87, -0.21], [2.90, -1.06, 0.09], [3.78, -0.53, -0.93], [4.93, 0.07, -0.13], [4.27, 0.46, 1.19], [3.09, -0.49, 1.31], [2.42, -0.70, 2.29], [0.44, 0.18, -0.32], [0.57, 0.52, -1.66], [0.48, 1.84, -2.06], [0.27, 2.84, -1.13], [0.15, 2.50, 0.21], [-0.11, 3.74, 1.38], [0.25, 1.19, 0.63], [-4.78, -0.71, -3.02], [-4.82, -1.03, -1.28], [-3.90, -2.09, -2.34], [-3.23, 0.87, -1.85], [-2.34, -0.25, -2.90], [-4.20, 0.82, 0.06], [-4.61, 1.13, 2.43], [-3.13, 0.09, 4.12], [-1.18, -1.25, 3.36], [1.73, -2.76, 0.42], [1.80, -2.16, -1.27], [3.26, 0.24, -1.52], [4.10, -1.32, -1.61], [5.69, -0.69, 0.05], [5.39, 0.92, -0.64], [3.88, 1.48, 1.17], [4.93, 0.37, 2.06], [0.72, -0.26, -2.40], [0.58, 2.09, -3.11], [0.19, 3.87, -1.44], [0.19, 0.94, 1.67]]}

***

# 6
{"formula": "C20H21N10O5SW", "method": "ωB97M-V with the def2-TZVPD basis set", "homo_energy_ev": [-9.6, -9.6], "homo_lumo_gap_ev": [6.5, 6.5], "e_tot_ha": -2163.72716, "total_charge": 1, "symbols": ["W", "N", "C", "C", "O", "N", "C", "C", "O", "O", "H", "H", "H", "H", "H", "H", "N", "C", "C", "N", "C", "C", "N", "C", "C", "N", "H", "H", "H", "H", "H", "H", "N", "C", "C", "C", "C", "C", "C", "S", "O", "O", "N", "C", "N", "C", "C", "C", "N", "H", "H", "H", "H", "H", "H", "H", "H", "H"], "positions_angstrom": [[0.29, -0.93, 0.27], [-1.60, -0.10, 1.22], [-2.20, -1.12, 2.10], [-1.06, -1.74, 2.89], [-1.22, -2.15, 4.03], [0.09, -1.74, 2.19], [1.29, -2.09, 2.90], [2.49, -1.69, 2.07], [3.62, -1.70, 2.46], [2.17, -1.29, 0.82], [-1.28, 0.69, 1.78], [-2.27, 0.27, 0.55], [-2.66, -1.88, 1.46], [-2.95, -0.71, 2.77], [1.36, -3.18, 3.07], [1.36, -1.63, 3.89], [-2.63, -2.93, -2.19], [-3.15, -1.67, -2.40], [-2.38, -0.81, -1.69], [-1.39, -1.52, -1.04], [-1.57, -2.79, -1.38], [-0.55, -3.68, -0.88], [0.41, -3.08, -0.20], [1.34, -4.04, 0.11], [0.92, -5.23, -0.40], [-0.29, -4.99, -1.02], [-2.98, -3.78, -2.60], [-4.01, -1.51, -3.03], [-2.44, 0.27, -1.63], [2.24, -3.81, 0.65], [1.36, -6.21, -0.37], [-0.86, -5.69, -1.46], [-1.08, 7.19, 1.14], [-0.57, 5.93, 0.97], [-0.78, 4.95, 1.95], [-0.29, 3.67, 1.77], [0.43, 3.37, 0.62], [0.65, 4.34, -0.36], [0.15, 5.60, -0.19], [1.09, 1.80, 0.35], [0.78, 0.96, 1.53], [2.44, 1.93, -0.10], [0.17, 0.99, -0.77], [0.92, 0.57, -1.86], [1.25, -0.72, -1.66], [2.07, -1.32, -2.52], [2.51, -0.62, -3.63], [2.07, 0.69, -3.77], [1.27, 1.30, -2.90], [-1.45, 7.47, 2.02], [-0.79, 7.93, 0.52], [-1.33, 5.19, 2.85], [-0.43, 2.93, 2.54], [1.22, 4.10, -1.25], [0.32, 6.36, -0.94], [2.37, -2.34, -2.30], [3.18, -1.08, -4.34], [2.38, 1.27, -4.63]]}

***

# 7
{"formula": "C20H21N2O3PtS", "method": "ωB97M-V with the def2-TZVPD basis set", "homo_energy_ev": [-3.5, -3.5], "homo_lumo_gap_ev": [6.4, 6.4], "e_tot_ha": -1627.50119, "total_charge": -1, "symbols": ["Pt", "C", "C", "N", "C", "C", "C", "S", "N", "C", "O", "C", "C", "C", "C", "C", "C", "H", "H", "H", "H", "H", "H", "H", "H", "H", "H", "H", "H", "H", "H", "H", "C", "C", "C", "C", "C", "C", "C", "H", "H", "H", "H", "H", "O", "C", "O", "H"], "positions_angstrom": [[-0.87, -0.13, -1.58], [4.05, 1.40, 0.88], [4.12, -0.11, 0.66], [3.29, -0.56, -0.45], [3.89, -0.42, -1.77], [4.75, -1.61, -2.16], [1.96, -0.80, -0.28], [1.10, -1.53, -1.57], [1.53, -0.52, 0.96], [0.24, -0.54, 1.32], [-0.79, -0.50, 0.62], [0.02, -0.55, 2.81], [1.08, -0.49, 3.71], [0.84, -0.52, 5.08], [-0.46, -0.60, 5.56], [-1.52, -0.64, 4.66], [-1.28, -0.61, 3.30], [4.69, 1.69, 1.72], [3.03, 1.69, 1.10], [4.38, 1.95, 0.00], [3.79, -0.63, 1.55], [5.15, -0.42, 0.44], [4.48, 0.51, -1.77], [3.08, -0.29, -2.49], [5.57, -1.76, -1.45], [5.19, -1.46, -3.15], [4.14, -2.51, -2.19], [2.08, -0.42, 3.32], [1.67, -0.48, 5.77], [-0.65, -0.64, 6.62], [-2.54, -0.69, 5.03], [-2.10, -0.64, 2.58], [-2.21, 0.93, -2.28], [-3.63, 0.51, -2.43], [-3.90, -0.84, -2.70], [-5.19, -1.31, -2.78], [-6.27, -0.45, -2.60], [-6.02, 0.89, -2.34], [-4.72, 1.37, -2.27], [-3.05, -1.49, -2.83], [-5.37, -2.36, -2.99], [-7.29, -0.82, -2.64], [-6.85, 1.57, -2.19], [-4.55, 2.41, -2.07], [-2.23, 2.35, -2.33], [-1.14, 3.11, -2.17], [-0.02, 2.79, -1.91], [-1.46, 4.16, -2.31]]}

***

# 8
{"formula": "C20H21N3O3STi", "method": "ωB97M-V with the def2-TZVPD basis set", "homo_energy_ev": -15.1, "homo_lumo_gap_ev": 6.5, "e_tot_ha": -2411.75734, "total_charge": 2, "symbols": ["C", "C", "H", "H", "H", "H", "H", "H", "C", "C", "C", "C", "H", "H", "H", "H", "N", "C", "C", "N", "C", "C", "C", "H", "H", "C", "H", "H", "Ti", "C", "H", "H", "H", "O", "C", "N", "S", "O", "O", "C", "C", "C", "C", "C", "C", "H", "H", "H", "H"], "positions_angstrom": [[0.15, -0.25, 2.91], [-1.15, 0.34, 2.69], [0.01, -1.32, 2.84], [0.52, 0.11, 3.89], [1.07, -0.11, 2.24], [-1.32, 0.79, 1.68], [-1.90, -0.43, 2.78], [-1.32, 1.11, 3.39], [3.17, -0.22, -0.20], [4.31, -0.28, -0.97], [4.43, 0.54, -2.09], [3.37, 1.37, -2.45], [3.02, -0.78, 0.72], [5.11, -0.95, -0.67], [5.35, 0.54, -2.66], [3.43, 2.08, -3.27], [2.13, 0.53, -0.61], [2.18, 1.33, -1.73], [0.99, 2.11, -2.02], [-0.06, 1.96, -1.15], [-1.20, 2.68, -1.27], [-0.31, 3.76, -3.22], [-1.35, 3.57, -2.31], [-1.96, 2.49, -0.53], [-2.29, 4.13, -2.39], [0.88, 3.04, -3.06], [1.75, 3.20, -3.69], [-0.41, 4.48, -4.03], [0.41, 0.74, 0.23], [0.88, 2.17, 1.71], [0.37, 3.02, 1.22], [1.97, 2.34, 1.66], [0.59, 2.19, 2.78], [-2.66, 0.07, -0.79], [-2.02, -0.95, -0.48], [-0.63, -0.94, -0.41], [0.10, -2.49, -0.32], [0.48, -2.98, -1.62], [1.08, -2.35, 0.76], [-1.45, -3.16, 0.28], [-1.58, -4.28, 1.09], [-2.85, -4.58, 1.55], [-3.94, -3.73, 1.29], [-3.75, -2.53, 0.62], [-2.49, -2.28, 0.04], [-0.67, -4.81, 1.32], [-3.00, -5.48, 2.12], [-4.93, -4.01, 1.65], [-4.52, -1.77, 0.50]]}

***

# 9
{"formula": "C20H21N3O3SV", "method": "ωB97M-V with the def2-TZVPD basis set", "spin_multiplicity": 4, "homo_energy_ev": [-7.4, -7.4], "homo_lumo_gap_ev": [5.4, 4.9], "e_tot_ha": -2506.71166, "s_squared": 3.795, "symbols": ["C", "C", "H", "H", "H", "H", "H", "H", "C", "C", "C", "C", "H", "H", "H", "H", "N", "C", "C", "N", "C", "C", "C", "H", "H", "C", "H", "H", "V", "C", "H", "H", "H", "O", "S", "O", "N", "C", "O", "C", "C", "C", "C", "C", "C", "H", "H", "H", "H"], "positions_angstrom": [[2.99, 1.76, -0.86], [3.11, 1.76, 0.61], [2.07, 1.13, -1.05], [3.82, 1.40, -1.48], [2.76, 2.81, -1.16], [2.18, 2.12, 1.03], [3.12, 0.74, 1.04], [3.93, 2.37, 0.97], [-1.85, 0.40, -2.44], [-2.70, -0.50, -3.12], [-3.98, -0.71, -2.63], [-4.36, -0.17, -1.38], [-0.81, 0.55, -2.70], [-2.37, -1.00, -4.03], [-4.71, -1.29, -3.19], [-5.35, -0.31, -1.00], [-2.32, 1.06, -1.34], [-3.46, 0.65, -0.66], [-3.53, 1.18, 0.70], [-2.43, 1.97, 1.06], [-2.16, 2.33, 2.35], [-4.36, 1.60, 2.95], [-3.15, 2.19, 3.32], [-1.15, 2.66, 2.57], [-3.00, 2.56, 4.34], [-4.53, 1.05, 1.67], [-5.46, 0.56, 1.39], [-5.18, 1.53, 3.67], [-1.70, 2.57, -0.50], [-1.59, 4.48, -1.21], [-1.97, 5.11, -0.39], [-2.17, 4.51, -2.14], [-0.49, 4.48, -1.33], [1.08, -5.64, -0.04], [1.33, -4.55, 0.88], [1.23, -4.88, 2.28], [0.56, -3.19, 0.49], [1.31, -2.12, 0.09], [0.88, -1.02, -0.32], [2.75, -2.50, 0.19], [3.85, -1.70, -0.09], [5.14, -2.26, -0.10], [5.30, -3.62, 0.20], [4.19, -4.41, 0.53], [2.94, -3.82, 0.53], [3.63, -0.65, -0.29], [6.02, -1.67, -0.34], [6.30, -4.07, 0.18], [4.30, -5.47, 0.78]]}